Record 1
The following is a quantum chemistry calculation of a cluster of 8 separate species, C41H83BNO10 in total, from OMol25.

## Properties
* lowest unoccupied orbital energy (alpha / beta): 0.71 / 0.69 eV
* 2S+1: 2
* HOMO (alpha / beta): -0.292 / -0.316 Ha
* expectation value of S²: 0.754
* calculated total energy: -66502.56419 eV
* frontier orbital gap (alpha / beta): 8.66 / 9.29 eV

Each atom is followed by the atoms it is bonded to, with distances in Å.
Positions of all 136 atoms, in Å:
1 C -4.776 -4.491 -4.617  C2 1.527, H19 1.092, H20 1.092, H21 1.088
2 C -3.908 -5.591 -4.010  C1 1.527, C3 1.531, H22 1.096, H23 1.092
3 C -2.398 -5.371 -4.139  C2 1.531, C4 1.573, H24 1.097, H25 1.094
4 C -1.718 -4.270 -3.246  C3 1.573, B5 1.599, C9 1.540, C18 1.538
5 B -1.584 -2.964 -4.160  C4 1.599, O6 1.391, O7 1.362
6 O -0.390 -2.648 -4.798  B5 1.391, H26 0.972
7 O -2.686 -2.197 -4.386  B5 1.362, C8 1.422
8 C -2.551 -0.857 -4.842  O7 1.422, H27 1.090, H28 1.089, H29 1.090
9 C -0.330 -4.816 -2.863  C4 1.540, C10 1.548, H30 1.095, H31 1.091
10 C 0.355 -4.125 -1.658  C9 1.548, C11 1.530, C12 1.530, N13 1.490
11 C 1.785 -3.724 -2.021  C10 1.530, H32 1.091, H33 1.090, H34 1.086
12 C 0.438 -5.086 -0.470  C10 1.530, H35 1.091, H36 1.089, H37 1.090
13 N -0.402 -2.888 -1.317  C10 1.490, O14 1.283, C15 1.495
14 O -0.083 -1.868 -2.026  N13 1.283
15 C -1.853 -3.011 -0.979  N13 1.495, C16 1.545, C17 1.529, C18 1.558
16 C -2.049 -3.422 0.498  C15 1.545, H38 1.090, H39 1.090, H40 1.083
17 C -2.509 -1.639 -1.137  C15 1.529, H41 1.093, H42 1.088, H43 1.085
18 C -2.522 -4.020 -1.959  C4 1.538, C15 1.558, H44 1.090, H45 1.096
19 H -4.429 -4.262 -5.627  C1 1.092
20 H -5.808 -4.835 -4.709  C1 1.092
21 H -4.769 -3.570 -4.038  C1 1.088
22 H -4.135 -6.502 -4.576  C2 1.096
23 H -4.205 -5.804 -2.981  C2 1.092
24 H -2.206 -5.141 -5.194  C3 1.097
25 H -1.894 -6.322 -3.947  C3 1.094
26 H 0.243 -2.286 -4.156  O6 0.972
27 H -2.680 -0.806 -5.924  C8 1.090
28 H -1.583 -0.436 -4.572  C8 1.089
29 H -3.333 -0.267 -4.365  C8 1.090
30 H -0.444 -5.878 -2.623  C9 1.095
31 H 0.340 -4.771 -3.723  C9 1.091
32 H 2.372 -4.637 -2.130  C11 1.091
33 H 2.231 -3.098 -1.248  C11 1.090
34 H 1.829 -3.205 -2.974  C11 1.086
35 H 0.817 -4.581 0.419  C12 1.091
36 H -0.520 -5.550 -0.238  C12 1.089
37 H 1.137 -5.882 -0.727  C12 1.090
38 H -2.296 -2.542 1.093  C16 1.090
39 H -2.879 -4.123 0.591  C16 1.090
40 H -1.158 -3.850 0.940  C16 1.083
41 H -3.455 -1.675 -0.591  C17 1.093
42 H -1.909 -0.855 -0.679  C17 1.088
43 H -2.747 -1.405 -2.168  C17 1.085
44 H -3.508 -3.612 -2.185  C18 1.090
45 H -2.691 -4.983 -1.463  C18 1.096
46 C -0.496 2.962 0.058  C47 1.525, C50 1.524, H51 1.089, H52 1.094
47 C -0.840 3.306 1.503  C46 1.525, C48 1.521, H53 1.090, H54 1.091
48 C -1.623 2.077 1.939  C47 1.521, O49 1.435, H55 1.094, H56 1.091
49 O -1.085 0.972 1.198  C48 1.435, C50 1.431
50 C -0.240 1.463 0.154  C46 1.524, O49 1.431, H57 1.096, H58 1.092
51 H 0.362 3.512 -0.326  C46 1.089
52 H -1.354 3.156 -0.592  C46 1.094
53 H 0.076 3.404 2.085  C47 1.090
54 H -1.415 4.226 1.612  C47 1.091
55 H -2.685 2.170 1.698  C48 1.094
56 H -1.526 1.876 3.007  C48 1.091
57 H 0.804 1.257 0.418  C50 1.096
58 H -0.472 0.930 -0.771  C50 1.092
59 C 3.737 6.105 1.802  C60 1.527, C63 1.523, H64 1.090, H65 1.090
60 C 4.394 5.011 0.964  C59 1.527, C61 1.521, H66 1.093, H67 1.090
61 C 3.519 3.808 1.283  C60 1.521, O62 1.432, H68 1.094, H69 1.090
62 O 2.209 4.327 1.541  C61 1.432, C63 1.427
63 C 2.263 5.747 1.672  C59 1.523, O62 1.427, H70 1.097, H71 1.092
64 H 3.957 7.116 1.458  C59 1.090
65 H 4.046 6.010 2.843  C59 1.090
66 H 4.327 5.258 -0.099  C60 1.093
67 H 5.442 4.838 1.207  C60 1.090
68 H 3.875 3.294 2.181  C61 1.094
69 H 3.465 3.088 0.467  C61 1.090
70 H 1.812 6.206 0.784  C63 1.097
71 H 1.674 6.039 2.544  C63 1.092
72 C -4.796 4.987 -0.282  C73 1.528, C76 1.524, H77 1.089, H78 1.092
73 C -5.154 3.984 -1.378  C72 1.528, C74 1.524, H79 1.092, H80 1.089
74 C -4.675 2.677 -0.759  C73 1.524, O75 1.427, H81 1.096, H82 1.091
75 O -4.839 2.821 0.651  C74 1.427, C76 1.427
76 C -5.100 4.185 0.978  C72 1.524, O75 1.427, H83 1.096, H84 1.091
77 H -5.362 5.917 -0.335  C72 1.089
78 H -3.732 5.230 -0.328  C72 1.092
79 H -6.235 3.960 -1.531  C73 1.092
80 H -4.678 4.193 -2.335  C73 1.089
81 H -3.615 2.499 -0.979  C74 1.096
82 H -5.243 1.807 -1.091  C74 1.091
83 H -6.151 4.288 1.270  C76 1.096
84 H -4.476 4.467 1.827  C76 1.091
85 C -2.968 -10.303 -4.928  C86 1.527, C89 1.523, H90 1.089, H91 1.092
86 C -4.096 -10.901 -4.091  C85 1.527, C87 1.523, H92 1.092, H93 1.089
87 C -5.230 -9.922 -4.364  C86 1.523, O88 1.427, H94 1.096, H95 1.091
88 O -5.028 -9.430 -5.689  C87 1.427, C89 1.429
89 C -3.728 -9.802 -6.150  C85 1.523, O88 1.429, H96 1.095, H97 1.091
90 H -2.185 -11.015 -5.184  C85 1.089
91 H -2.508 -9.465 -4.399  C85 1.092
92 H -4.355 -11.895 -4.463  C86 1.092
93 H -3.860 -10.985 -3.031  C86 1.089
94 H -5.204 -9.077 -3.666  C87 1.096
95 H -6.216 -10.385 -4.302  C87 1.091
96 H -3.837 -10.590 -6.902  C89 1.095
97 H -3.255 -8.937 -6.616  C89 1.091
98 C 9.001 1.909 -0.439  C99 1.527, C102 1.523, H103 1.089, H104 1.092
99 C 8.713 3.284 -1.036  C98 1.527, C100 1.523, H105 1.092, H106 1.089
100 C 7.204 3.220 -1.238  C99 1.523, O101 1.429, H107 1.095, H108 1.091
101 O 6.697 2.373 -0.205  C100 1.429, C102 1.428
102 C 7.776 1.697 0.441  C98 1.523, O101 1.428, H109 1.096, H110 1.091
103 H 9.934 1.860 0.122  C98 1.089
104 H 9.037 1.155 -1.228  C98 1.092
105 H 8.966 4.067 -0.318  C99 1.092
106 H 9.252 3.484 -1.961  C99 1.089
107 H 6.951 2.780 -2.208  C100 1.095
108 H 6.724 4.197 -1.163  C100 1.091
109 H 7.923 2.128 1.437  C102 1.096
110 H 7.509 0.645 0.557  C102 1.091
111 C -1.453 3.709 7.252  C112 1.528, C115 1.524, H116 1.089, H117 1.092
112 C -0.238 4.444 6.688  C111 1.528, C113 1.524, H118 1.092, H119 1.090
113 C -0.353 4.129 5.202  C112 1.524, O114 1.428, H120 1.096, H121 1.091
114 O -1.750 4.006 4.929  C113 1.428, C115 1.427
115 C -2.482 3.935 6.151  C111 1.524, O114 1.427, H122 1.096, H123 1.091
116 H -1.784 4.084 8.219  C111 1.089
117 H -1.234 2.644 7.353  C111 1.092
118 H -0.333 5.519 6.858  C112 1.092
119 H 0.709 4.114 7.114  C112 1.090
120 H 0.139 3.181 4.957  C113 1.096
121 H 0.068 4.906 4.562  C113 1.091
122 H -3.020 4.878 6.301  C115 1.096
123 H -3.214 3.130 6.075  C115 1.091
124 C 4.772 4.384 7.018  C125 1.528, C128 1.523, H129 1.089, H130 1.092
125 C 5.995 5.159 6.531  C124 1.528, C126 1.524, H131 1.092, H132 1.089
126 C 5.951 4.887 5.032  C125 1.524, O127 1.428, H133 1.095, H134 1.091
127 O 4.571 4.746 4.694  C126 1.428, C128 1.429
128 C 3.786 4.624 5.882  C124 1.523, O127 1.429, H135 1.096, H136 1.091
129 H 4.392 4.723 7.981  C124 1.089
130 H 5.007 3.320 7.098  C124 1.092
131 H 5.868 6.225 6.727  C125 1.092
132 H 6.929 4.836 6.988  C125 1.089
133 H 6.477 3.960 4.780  C126 1.095
134 H 6.376 5.697 4.436  C126 1.091
135 H 3.222 5.551 6.034  C128 1.096
136 H 3.075 3.807 5.747  C128 1.091

Mulliken population analysis, charges in e, atoms 1 to 6: number 1, C, carries -1.258; number 2, C, carries -0.212; number 3, C, carries -1.776; number 4, C, carries 2.797; number 5, B, carries 1.051; number 6, O, carries -0.683


Record 2
The following is a quantum chemistry calculation of a cluster of 9 separate species, C41H83NO17S8 in total, from OMol25.

## Properties
* lowest unoccupied orbital energy: 0.15 eV
* structure (SMILES): CC1(C)CCCC(C)(C)N1O.O=S1(=O)CCCC1.O=S1(=O)CCCC1.O=S1(=O)CCCC1.O=S1(=O)CCCC1.O=S1(=O)CCCC1.O=S1(=O)CCCC1.O=S1(=O)CCCC1.O=S1(=O)CCCC1
* 2S+1: 1
* HOMO: -0.279 Ha
* calculated total energy: -166834.85923 eV
* frontier orbital gap: 7.75 eV

Each atom is followed by the atoms it is bonded to, with distances in Å.
Positions of all 150 atoms, in Å:
1 C -23.854 -6.164 -2.829  C2 1.514, C7 1.550, H8 1.094, H9 1.086
2 C -23.825 -5.505 -1.467  C1 1.514, C3 1.494, H10 1.089, H11 1.100
3 C -23.555 -6.539 -0.423  C2 1.494, S4 1.827, H12 1.104, H13 1.090
4 S -22.333 -7.667 -1.178  C3 1.827, O5 1.445, O6 1.461, C7 1.908
5 O -22.843 -9.017 -1.105  S4 1.445
6 O -21.064 -7.280 -0.565  S4 1.461
7 C -22.497 -6.908 -2.920  C1 1.550, S4 1.908, H14 1.084, H15 1.088
8 H -23.711 -5.296 -3.480  C1 1.094
9 H -24.730 -6.745 -3.102  C1 1.086
10 H -24.660 -4.812 -1.379  C2 1.089
11 H -22.884 -4.936 -1.474  C2 1.100
12 H -24.435 -7.189 -0.275  C3 1.104
13 H -23.469 -6.287 0.634  C3 1.090
14 H -22.342 -7.617 -3.726  C7 1.084
15 H -21.730 -6.137 -2.946  C7 1.088
16 C -19.002 -5.665 6.627  C17 1.532, C22 1.534, H23 1.092, H24 1.089
17 C -17.961 -4.548 6.501  C16 1.532, C18 1.558, H25 1.088, H26 1.087
18 C -16.572 -5.178 6.817  C17 1.558, S19 1.833, H27 1.095, H28 1.087
19 S -16.766 -6.936 7.299  C18 1.833, O20 1.445, O21 1.441, C22 1.816
20 O -15.965 -7.247 8.460  S19 1.445
21 O -16.670 -7.688 6.074  S19 1.441
22 C -18.543 -6.743 7.617  C16 1.534, S19 1.816, H29 1.090, H30 1.090
23 H -19.249 -6.153 5.682  C16 1.092
24 H -19.943 -5.229 6.958  C16 1.089
25 H -18.299 -3.799 7.213  C17 1.088
26 H -17.855 -4.119 5.508  C17 1.087
27 H -16.282 -4.703 7.761  C18 1.095
28 H -15.708 -5.039 6.173  C18 1.087
29 H -18.709 -6.430 8.649  C22 1.090
30 H -18.924 -7.757 7.498  C22 1.090
31 C -19.004 -2.724 -0.112  C32 1.548, C37 1.545, H38 1.090, H39 1.091
32 C -19.903 -3.009 -1.339  C31 1.548, C33 1.526, H40 1.094, H41 1.088
33 C -21.351 -2.735 -0.943  C32 1.526, S34 1.808, H42 1.086, H43 1.092
34 S -21.472 -3.154 0.811  C33 1.808, O35 1.463, O36 1.450, C37 1.786
35 O -22.104 -4.438 1.117  S34 1.463
36 O -21.971 -2.000 1.532  S34 1.450
37 C -19.722 -3.380 1.088  C31 1.545, S34 1.786, H44 1.090, H45 1.095
38 H -18.765 -1.672 0.051  C31 1.090
39 H -18.033 -3.210 -0.212  C31 1.091
40 H -19.800 -4.080 -1.539  C32 1.094
41 H -19.462 -2.514 -2.202  C32 1.088
42 H -22.102 -3.246 -1.538  C33 1.086
43 H -21.613 -1.677 -0.872  C33 1.092
44 H -19.369 -4.401 1.236  C37 1.090
45 H -19.629 -3.014 2.116  C37 1.095
46 C -17.569 -11.353 8.250  C47 1.552, C52 1.529, H53 1.095, H54 1.090
47 C -17.242 -12.779 7.733  C46 1.552, C48 1.526, H55 1.093, H56 1.087
48 C -17.171 -13.672 8.969  C47 1.526, S49 1.835, H57 1.087, H58 1.086
49 S -18.795 -13.211 9.689  C48 1.835, O50 1.458, O51 1.443, C52 1.825
50 O -18.925 -13.474 11.118  S49 1.458
51 O -19.864 -13.675 8.839  S49 1.443
52 C -18.527 -11.423 9.439  C46 1.529, S49 1.825, H59 1.089, H60 1.085
53 H -18.024 -10.803 7.420  C46 1.095
54 H -16.660 -10.765 8.384  C46 1.090
55 H -16.220 -12.877 7.357  C47 1.093
56 H -17.911 -13.196 6.984  C47 1.087
57 H -16.336 -13.339 9.581  C48 1.087
58 H -17.217 -14.744 8.802  C48 1.086
59 H -18.081 -11.209 10.409  C52 1.089
60 H -19.493 -10.943 9.325  C52 1.085
61 C -13.561 -16.788 3.567  C62 1.532, C67 1.524, H68 1.095, H69 1.090
62 C -14.803 -16.094 2.998  C61 1.532, C63 1.513, H70 1.091, H71 1.090
63 C -15.193 -14.967 3.929  C62 1.513, S64 1.875, H72 1.091, H73 1.088
64 S -14.335 -15.270 5.568  C63 1.875, O65 1.451, O66 1.451, C67 1.801
65 O -15.227 -15.466 6.695  S64 1.451
66 O -13.263 -14.294 5.518  S64 1.451
67 C -13.738 -16.897 5.076  C61 1.524, S64 1.801, H74 1.093, H75 1.087
68 H -12.706 -16.150 3.323  C61 1.095
69 H -13.285 -17.750 3.135  C61 1.090
70 H -15.619 -16.801 2.848  C62 1.091
71 H -14.529 -15.672 2.032  C62 1.090
72 H -16.266 -14.868 4.101  C63 1.091
73 H -14.906 -13.994 3.533  C63 1.088
74 H -14.551 -17.602 5.266  C67 1.093
75 H -12.868 -17.291 5.596  C67 1.087
76 C -24.961 -4.471 4.687  C77 1.561, C82 1.498, H83 1.099, H84 1.089
77 C -24.716 -5.951 4.253  C76 1.561, C78 1.536, H85 1.089, H86 1.089
78 C -23.201 -6.204 4.221  C77 1.536, S79 1.857, H87 1.095, H88 1.088
79 S -22.374 -4.643 4.792  C78 1.857, O80 1.451, O81 1.453, C82 1.880
80 O -21.247 -4.375 3.918  S79 1.451
81 O -22.273 -4.729 6.238  S79 1.453
82 C -23.832 -3.666 4.119  C76 1.498, S79 1.880, H89 1.093, H90 1.087
83 H -24.874 -4.492 5.782  C76 1.099
84 H -25.953 -4.044 4.551  C76 1.089
85 H -25.160 -6.117 3.273  C77 1.089
86 H -25.082 -6.674 4.980  C77 1.089
87 H -22.763 -6.221 3.218  C78 1.095
88 H -22.738 -7.069 4.691  C78 1.088
89 H -23.986 -3.780 3.043  C82 1.093
90 H -23.858 -2.614 4.392  C82 1.087
91 C -16.230 -5.519 -3.208  C92 1.526, C97 1.521, H98 1.098, H99 1.090
92 C -16.570 -5.670 -1.729  C91 1.526, C93 1.537, H100 1.094, H101 1.088
93 C -17.790 -6.578 -1.508  C92 1.537, S94 1.848, H102 1.088, H103 1.088
94 S -18.592 -6.728 -3.166  C93 1.848, O95 1.464, O96 1.444, C97 1.829
95 O -19.501 -5.632 -3.506  S94 1.464
96 O -18.948 -8.116 -3.348  S94 1.444
97 C -17.060 -6.417 -4.113  C91 1.521, S94 1.829, H104 1.086, H105 1.086
98 H -15.207 -5.888 -3.356  C91 1.098
99 H -16.048 -4.476 -3.471  C91 1.090
100 H -16.888 -4.699 -1.339  C92 1.094
101 H -15.693 -5.932 -1.142  C92 1.088
102 H -18.535 -6.185 -0.819  C93 1.088
103 H -17.485 -7.558 -1.144  C93 1.088
104 H -17.326 -5.967 -5.064  C97 1.086
105 H -16.589 -7.389 -4.226  C97 1.086
106 C -25.271 -12.386 5.747  C107 1.552, C112 1.492, H113 1.088, H114 1.093
107 C -23.899 -13.111 5.771  C106 1.552, C108 1.518, H115 1.095, H116 1.093
108 C -23.880 -14.293 4.819  C107 1.518, S109 1.834, H117 1.087, H118 1.088
109 S -24.855 -13.612 3.423  C108 1.834, O110 1.447, O111 1.439, C112 1.797
110 O -25.954 -14.500 3.116  S109 1.447
111 O -23.990 -13.144 2.373  S109 1.439
112 C -25.530 -12.190 4.291  C106 1.492, S109 1.797, H119 1.087, H120 1.095
113 H -25.192 -11.494 6.365  C106 1.088
114 H -26.015 -13.037 6.213  C106 1.093
115 H -23.718 -13.394 6.814  C107 1.095
116 H -23.107 -12.362 5.688  C107 1.093
117 H -24.432 -15.164 5.163  C108 1.087
118 H -22.971 -14.618 4.320  C108 1.088
119 H -26.545 -12.040 3.932  C112 1.087
120 H -24.871 -11.416 3.886  C112 1.095
121 C -17.692 -7.847 2.905  C122 1.519, H132 1.091, H133 1.092, H134 1.099
122 C -19.025 -8.576 2.903  C121 1.519, C123 1.556, N127 1.466, C131 1.555
123 C -19.417 -9.075 1.483  C122 1.556, C124 1.547, H135 1.086, H136 1.088
124 C -18.915 -10.492 1.116  C123 1.547, C125 1.540, H137 1.091, H138 1.091
125 C -19.328 -11.466 2.234  C124 1.540, C126 1.523, H139 1.095, H140 1.102
126 C -18.963 -11.022 3.645  C125 1.523, N127 1.442, C129 1.559, C130 1.612
127 N -19.090 -9.615 3.934  C122 1.466, C126 1.442, O128 1.386
128 O -18.712 -9.212 5.205  N127 1.386, H150 0.977
129 C -19.707 -11.908 4.691  C126 1.559, H141 1.089, H142 1.086, H143 1.088
130 C -17.394 -11.393 3.641  C126 1.612, H144 1.088, H145 1.086, H146 1.098
131 C -20.180 -7.599 3.261  C122 1.555, H147 1.091, H148 1.097, H149 1.094
132 H -17.632 -7.135 3.729  C121 1.091
133 H -17.295 -7.390 1.996  C121 1.092
134 H -16.917 -8.607 3.077  C121 1.099
135 H -20.502 -9.128 1.452  C123 1.086
136 H -19.034 -8.437 0.690  C123 1.088
137 H -17.844 -10.489 0.910  C124 1.091
138 H -19.454 -10.760 0.206  C124 1.091
139 H -19.036 -12.478 1.934  C125 1.095
140 H -20.412 -11.620 2.108  C125 1.102
141 H -19.036 -12.762 4.771  C129 1.089
142 H -19.797 -11.407 5.650  C129 1.086
143 H -20.671 -12.113 4.231  C129 1.088
144 H -17.226 -12.464 3.738  C130 1.088
145 H -16.907 -10.870 2.824  C130 1.086
146 H -16.978 -10.936 4.549  C130 1.098
147 H -21.149 -7.935 2.887  C131 1.091
148 H -20.012 -6.607 2.823  C131 1.097
149 H -20.369 -7.399 4.320  C131 1.094
150 H -17.767 -8.973 5.136  O128 0.977

Mulliken population analysis, charges in e, atoms 1 to 6: number 1, C, carries -0.914; number 2, C, carries 0.146; number 3, C, carries -0.593; number 4, S, carries 1.015; number 5, O, carries -0.799; number 6, O, carries -0.089